Computed, not measured: a molecular structure, C21H39INO2P2Y, with ωB97M-V/def2-TZVPD.

Positions of all 67 atoms, in Å:
C: -4.138 -0.327 0.213
C: -3.278 -1.384 0.876
H: -5.135 -0.350 0.664
H: -4.294 -0.524 -0.860
H: -3.760 0.727 0.337
O: -3.654 -2.461 1.249
I: -2.447 3.270 -1.241
Y: -1.678 0.596 -0.370
P: -1.386 1.948 2.241
C: -0.674 1.438 3.843
C: -0.657 3.639 2.131
H: -0.663 4.123 3.116
H: -3.065 2.970 3.700
H: -1.201 4.259 1.405
H: -3.602 2.968 1.993
H: 0.331 1.029 3.674
H: 0.390 3.573 1.811
C: -3.096 2.386 2.773
H: -0.601 2.288 4.537
H: -3.660 1.468 2.959
H: -1.287 0.657 4.307
P: -1.736 -2.074 -1.571
C: -1.118 -3.527 -0.639
C: -3.228 -2.761 -2.337
H: -1.014 -1.511 -3.817
H: -0.440 -3.128 -3.364
H: 0.397 -1.698 -2.712
C: -0.582 -2.102 -3.001
H: -3.498 -2.158 -3.209
H: -2.985 -3.773 -2.669
H: -1.356 -4.403 -1.257
H: -1.646 -3.609 0.323
H: -4.053 -2.808 -1.620
H: -0.028 -3.466 -0.497
C: -1.683 -0.853 1.676
O: -1.207 -1.451 2.589
C: 5.232 0.626 0.842
C: 3.857 0.039 0.813
C: 3.664 -1.231 1.357
C: 2.399 -1.820 1.280
C: 2.150 -3.156 1.924
C: 1.397 -1.185 0.552
C: 1.589 0.087 -0.053
C: 2.816 0.728 0.208
N: 0.616 0.604 -0.906
C: 1.116 1.379 -2.101
C: 1.347 2.871 -1.814
C: 2.429 0.856 -2.699
C: 0.085 1.287 -3.225
H: 5.665 0.572 1.846
H: 5.916 0.079 0.179
H: 5.275 1.673 0.534
H: 4.471 -1.768 1.866
H: 2.318 -3.982 1.221
H: 2.822 -3.296 2.774
H: 1.131 -3.260 2.307
H: 0.428 -1.688 0.378
H: 2.996 1.751 -0.118
H: 1.630 3.383 -2.740
H: 0.471 3.373 -1.400
H: 2.167 3.033 -1.120
H: 2.425 -0.237 -2.833
H: 2.539 1.335 -3.686
H: 3.288 1.132 -2.081
H: -0.145 0.251 -3.471
H: -0.852 1.814 -2.967
H: 0.491 1.780 -4.120

The value obtained for the total energy is -55701.79504 eV. Its net charge is +2. The gap between HOMO and LUMO (alpha / beta) comes out at 6.29 / 6.23 eV. Its energy relative to the best compared isomer or geometry (same formula, charge and spin) is 0.845 eV.

Results of the Mulliken charge analysis, in e, for atoms 1 through 5: -0.824, 0.334, 0.422, 0.341, 0.444